Entry 1:
{"formula": "CH3NO2S", "method": "wB97M-V/def2-TZVPD", "e_lumo_ha": 0.016, "charge": 0, "homo_lumo_gap_ev": 11.304, "multiplicity": 1, "e_above_lowest_kj_mol": 255.2, "homo_ev": -10.86, "symbols": ["O", "S", "O", "C", "N", "H", "H", "H"], "positions_angstrom": [[0.842, 1.795, -0.571], [0.131, 0.875, 0.320], [-0.416, 1.435, 1.544], [0.294, -0.826, 0.110], [-1.015, -0.080, -0.415], [0.172, -1.563, 0.849], [1.008, -1.386, -0.454], [-1.015, -0.250, -1.383]]}

Entry 2:
{"formula": "CH3NO2S", "method": "wB97M-V/def2-TZVPD", "e_lumo_ha": 0.020, "charge": 0, "homo_lumo_gap_ev": 10.507, "multiplicity": 1, "e_above_lowest_kj_mol": 375.9, "homo_ev": -9.95, "symbols": ["C", "N", "O", "O", "S", "H", "H", "H"], "positions_angstrom": [[0.426, -0.003, 0.388], [-1.015, -0.172, 0.652], [-0.750, 2.175, 1.423], [-0.222, 0.389, 3.098], [-0.351, 0.879, 1.740], [1.129, -0.852, 0.391], [0.659, 1.121, -0.500], [-1.675, -0.788, 0.185]]}

Entry 3:
{"formula": "CH3NO2S", "method": "wB97M-V/def2-TZVPD", "e_lumo_ha": [-0.003, -0.160], "charge": 0, "homo_lumo_gap_ev": [5.917, 5.260], "multiplicity": 3, "e_above_lowest_kj_mol": 501.6, "homo_ev": [-5.99, -9.62], "symbols": ["C", "N", "O", "O", "S", "H", "H", "H"], "positions_angstrom": [[0.429, 0.429, -0.989], [1.637, 0.475, -0.236], [2.065, -0.539, 0.253], [2.042, 1.582, -0.008], [-1.129, 0.861, -0.157], [0.496, 0.977, -1.838], [0.192, -0.915, -1.403], [-0.472, 0.686, 1.015]]}

Entry 4:
{"formula": "CH3NO3", "method": "wB97M-V/def2-TZVPD", "e_lumo_ha": [-0.142, -0.142], "charge": 0, "homo_lumo_gap_ev": [6.977, 6.977], "multiplicity": 1, "e_above_lowest_kj_mol": 690.6, "homo_ev": [-10.85, -10.85], "symbols": ["C", "N", "O", "O", "O", "H", "H", "H"], "positions_angstrom": [[-0.586, 0.500, -0.274], [-1.777, -0.105, -0.017], [-2.257, -0.794, -0.897], [-2.320, -0.018, 1.117], [0.892, -1.332, 0.585], [-0.258, 0.243, -1.241], [0.090, 0.905, 0.411], [1.829, -0.906, 0.613]]}

Entry 5:
{"formula": "CH3NO3", "method": "wB97M-V/def2-TZVPD", "e_lumo_ha": -0.002, "charge": 0, "homo_lumo_gap_ev": 11.172, "multiplicity": 1, "e_above_lowest_kj_mol": 242.3, "homo_ev": -11.23, "symbols": ["O", "N", "O", "C", "O", "H", "H", "H"], "positions_angstrom": [[-0.108, 1.302, -0.888], [0.470, 0.294, -0.683], [1.391, -0.165, -1.293], [0.082, -0.355, 0.494], [-1.289, -0.355, 0.554], [0.562, -1.465, 0.352], [0.498, 0.287, 1.327], [-1.605, 0.457, 0.138]]}

Entry 6:
{"formula": "CH3NO3", "method": "wB97M-V/def2-TZVPD", "e_lumo_ha": 0.010, "charge": 0, "homo_lumo_gap_ev": 10.439, "multiplicity": 1, "e_above_lowest_kj_mol": 142.3, "homo_ev": -10.16, "symbols": ["O", "C", "N", "O", "H", "O", "H", "H"], "positions_angstrom": [[2.527, 0.543, -0.737], [1.432, 0.207, -0.944], [0.247, 0.167, -0.998], [-0.846, -0.624, -1.306], [-1.219, -0.514, -0.432], [-1.055, -0.059, 1.378], [-0.801, 0.819, 1.526], [-0.285, -0.539, 1.513]]}

Entry 7:
{"formula": "CH3NO3P", "method": "wB97M-V/def2-TZVPD", "e_lumo_ha": 0.151, "charge": -1, "homo_lumo_gap_ev": 8.172, "multiplicity": 1, "e_above_lowest_kj_mol": 322.2, "homo_ev": -4.07, "symbols": ["C", "N", "O", "O", "O", "P", "H", "H", "H"], "positions_angstrom": [[0.668, -0.459, 0.979], [-0.975, -0.164, -1.659], [-1.639, 1.230, 0.428], [1.107, -1.616, 1.059], [1.195, 0.426, -0.095], [-1.059, -0.056, -0.076], [0.513, 0.084, 1.803], [-1.420, 0.758, -1.747], [1.610, -0.202, -0.691]]}

Entry 8:
{"formula": "CH3NO3S", "method": "wB97M-V/def2-TZVPD", "e_lumo_ha": 0.244, "charge": -2, "homo_lumo_gap_ev": 4.781, "multiplicity": 1, "e_above_lowest_kj_mol": 95.8, "homo_ev": 1.87, "symbols": ["C", "N", "O", "O", "O", "S", "H", "H", "H"], "positions_angstrom": [[-0.107, 0.074, 0.453], [-1.463, -0.656, -0.602], [-2.671, -0.237, -0.164], [2.336, -0.971, 0.512], [2.078, 1.361, -0.333], [1.543, -0.060, -0.411], [-0.374, 1.110, 0.645], [-0.114, -0.536, 1.350], [-1.227, -0.086, -1.451]]}

Entry 9:
{"formula": "CH3NO3S", "method": "wB97M-V/def2-TZVPD", "e_lumo_ha": [-0.029, -0.063], "charge": 0, "homo_lumo_gap_ev": [9.722, 8.441], "multiplicity": 1, "e_above_lowest_kj_mol": 618.3, "homo_ev": [-10.51, -10.16], "symbols": ["C", "N", "O", "O", "O", "S", "H", "H", "H"], "positions_angstrom": [[0.880, 0.622, 0.291], [0.423, -1.790, 0.108], [-1.561, 1.130, 0.727], [-1.142, 0.278, -1.569], [-0.718, -1.328, 0.434], [-0.826, 0.280, -0.148], [0.972, 0.826, 1.297], [1.410, 1.286, -0.298], [0.562, -1.303, -0.844]]}

Entry 10:
{"formula": "CH3NO3S", "method": "wB97M-V/def2-TZVPD", "e_lumo_ha": 0.005, "charge": 0, "homo_lumo_gap_ev": 10.374, "multiplicity": 1, "e_above_lowest_kj_mol": 412.5, "homo_ev": -10.25, "symbols": ["O", "N", "O", "S", "C", "O", "H", "H", "H"], "positions_angstrom": [[1.727, 1.226, -0.668], [1.947, 0.045, -0.437], [2.978, -0.527, -0.737], [0.818, -0.910, 0.456], [-1.033, 0.224, 0.429], [-1.993, -0.747, 0.462], [-1.032, 0.941, 1.339], [-1.029, 0.809, -0.510], [-2.382, -1.060, -0.334]]}

Entry 11:
{"formula": "CH3NO3S", "method": "wB97M-V/def2-TZVPD", "e_lumo_ha": [-0.028, -0.049], "charge": 0, "homo_lumo_gap_ev": [8.185, 8.107], "multiplicity": 1, "e_above_lowest_kj_mol": 422.0, "homo_ev": [-8.96, -9.45], "symbols": ["C", "N", "O", "O", "O", "S", "H", "H", "H"], "positions_angstrom": [[1.325, -0.174, -0.009], [-2.094, -1.229, 0.764], [-2.812, -1.451, -0.160], [-0.284, 1.712, 1.010], [-0.567, 0.993, -1.359], [-0.361, 0.711, 0.013], [1.505, -0.668, 0.909], [1.455, -0.730, -0.970], [1.834, 0.836, -0.198]]}

Entry 12:
{"formula": "CH3NO4", "method": "wB97M-V/def2-TZVPD", "e_lumo_ha": 0.001, "charge": 0, "homo_lumo_gap_ev": 10.618, "multiplicity": 1, "e_above_lowest_kj_mol": 210.6, "homo_ev": -10.59, "symbols": ["C", "N", "O", "O", "O", "O", "H", "H", "H"], "positions_angstrom": [[-0.300, 0.155, -0.205], [1.253, 0.015, -0.127], [1.515, -1.152, -0.084], [1.929, 0.996, -0.117], [-0.784, 1.299, 0.366], [-0.944, -0.833, 0.372], [-0.633, 0.300, -1.538], [-1.438, 0.911, 0.911], [-0.597, -1.691, 0.421]]}

Entry 13:
{"formula": "CH3NO4S", "method": "wB97M-V/def2-TZVPD", "e_lumo_ha": [-0.066, -0.087], "charge": 0, "homo_lumo_gap_ev": [8.047, 8.294], "multiplicity": 1, "e_above_lowest_kj_mol": 342.5, "homo_ev": [-9.84, -10.66], "symbols": ["C", "N", "O", "O", "O", "O", "S", "H", "H", "H"], "positions_angstrom": [[-1.659, -0.188, 0.027], [2.340, -1.011, 0.007], [3.244, -0.290, -0.223], [2.212, -2.161, 0.191], [0.015, 1.687, -1.261], [-0.334, 1.903, 1.186], [-0.129, 0.999, 0.057], [-2.377, 0.245, -0.506], [-1.341, -1.033, -0.508], [-1.970, -0.151, 1.030]]}

Entry 14:
{"formula": "CH3NO5", "method": "wB97M-V/def2-TZVPD", "e_lumo_ha": -0.026, "charge": 0, "homo_lumo_gap_ev": 10.644, "multiplicity": 1, "e_above_lowest_kj_mol": 223.4, "homo_ev": -11.35, "symbols": ["C", "N", "O", "O", "O", "O", "O", "H", "H", "H"], "positions_angstrom": [[0.113, 0.418, 0.013], [-0.319, 1.521, 0.887], [0.449, 1.687, 1.805], [-1.370, 2.078, 0.634], [-0.186, 0.714, -1.280], [1.417, 0.143, 0.228], [-0.903, -0.935, 0.604], [0.016, -0.070, -1.778], [1.929, 0.465, 0.972], [-0.734, -0.976, 1.585]]}

Entry 15:
{"formula": "CH3NOP2", "method": "wB97M-V/def2-TZVPD", "e_lumo_ha": [-0.024, -0.014], "charge": 0, "homo_lumo_gap_ev": [6.331, 8.337], "multiplicity": 1, "e_above_lowest_kj_mol": 217.4, "homo_ev": [-6.98, -8.72], "symbols": ["C", "N", "O", "P", "P", "H", "H", "H"], "positions_angstrom": [[2.001, -0.016, 0.386], [-1.163, -1.089, -0.058], [1.433, 0.779, -0.320], [-0.168, -2.241, -0.146], [-1.509, 0.503, 0.439], [3.067, 0.175, 0.615], [-0.867, 1.298, -0.504], [-2.794, 0.591, -0.412]]}

Entry 16:
{"formula": "CH3NOS", "method": "wB97M-V/def2-TZVPD", "e_lumo_ha": [-0.073, -0.073], "charge": 0, "homo_lumo_gap_ev": [7.123, 7.184], "multiplicity": 1, "e_above_lowest_kj_mol": 355.1, "homo_ev": [-9.12, -9.18], "symbols": ["C", "N", "H", "H", "H", "O", "S"], "positions_angstrom": [[-1.190, -0.337, 0.083], [-0.809, 0.833, 0.315], [-2.089, -0.867, 0.485], [-0.723, -1.108, -0.653], [0.064, 1.298, 0.062], [2.007, 0.709, -0.379], [2.739, -0.527, 0.086]]}

Entry 17:
{"formula": "CH3NOS", "method": "wB97M-V/def2-TZVPD", "e_lumo_ha": -0.032, "charge": 0, "homo_lumo_gap_ev": 9.503, "multiplicity": 1, "e_above_lowest_kj_mol": 570.3, "homo_ev": -10.37, "symbols": ["C", "N", "O", "S", "H", "H", "H"], "positions_angstrom": [[-1.035, -0.028, 0.542], [-0.189, 0.604, -0.098], [1.946, -0.160, 1.290], [1.557, 0.240, -0.027], [-2.300, -1.395, -1.234], [-1.968, -0.879, -0.431], [1.988, 1.619, -0.042]]}

Entry 18:
{"formula": "CH3NOS", "method": "wB97M-V/def2-TZVPD", "e_lumo_ha": [0.029, -0.083], "charge": 0, "homo_lumo_gap_ev": [6.672, 8.955], "multiplicity": 3, "e_above_lowest_kj_mol": 270.0, "homo_ev": [-5.88, -11.22], "symbols": ["C", "N", "O", "S", "H", "H", "H"], "positions_angstrom": [[-2.956, 0.488, 0.035], [-2.569, -0.501, -0.334], [2.047, 0.225, -0.769], [1.555, -0.408, 0.742], [-3.428, 1.431, 0.262], [2.960, 0.336, -0.704], [2.391, -1.571, 0.769]]}

Entry 19:
{"formula": "CH3NOS2", "method": "wB97M-V/def2-TZVPD", "e_lumo_ha": 0.008, "charge": 0, "homo_lumo_gap_ev": 9.102, "multiplicity": 1, "e_above_lowest_kj_mol": 239.5, "homo_ev": -8.89, "symbols": ["C", "N", "O", "S", "S", "H", "H", "H"], "positions_angstrom": [[0.255, -0.816, 0.427], [-1.024, 0.474, 0.298], [-0.370, 1.599, -0.081], [0.754, 1.333, -1.329], [1.754, -0.040, -0.160], [0.331, -1.021, 1.484], [-0.117, -1.641, -0.161], [-1.582, 0.111, -0.478]]}

Entry 20:
{"formula": "CH3NOS2", "method": "wB97M-V/def2-TZVPD", "e_lumo_ha": 0.000, "charge": 0, "homo_lumo_gap_ev": 9.658, "multiplicity": 1, "e_above_lowest_kj_mol": 84.5, "homo_ev": -9.65, "symbols": ["C", "N", "O", "S", "S", "H", "H", "H"], "positions_angstrom": [[0.797, -0.545, 0.063], [0.284, 0.716, 0.536], [-2.098, 0.999, -0.793], [-0.731, -1.552, -0.082], [-1.566, 0.378, 0.389], [1.300, -0.512, -0.907], [1.451, -1.005, 0.807], [0.563, 1.520, -0.013]]}

no.,E (a.u.)
1,-643.2170
2,-643.1710
3,-643.0098
4,-320.0796
5,-320.2503
6,-320.2884
7,-661.7532
8,-718.3796
9,-718.3356
10,-718.4140
11,-718.4103
12,-395.4717
13,-793.6042
14,-470.7108
15,-852.4521
16,-567.9655
17,-567.8835
18,-567.8860
19,-966.1576
20,-966.2166